ORCA calculation (wB97M-V/def2-TZVPD) on one molecule with the formula C19H21N7O at a distorted geometry.

Calculated values
SMILES   CC(=O)N1CC[C@H](c2ccc(Nc3nc(N)n(-c4ccccn4)n3)cc2)C1
HOMO energy   -0.274 Eh
Relative energy (zero: lowest compared OMol25 entry of this formula, charge and spin)   0.000 eV
E_LUMO   0.74 eV

The geometry in ORCA input format:
```
! wB97M-V def2-TZVPD RIJCOSX def2/J DEFGRID3
* xyz 0 1
C 2.91 -2.79 -4.60
C 2.05 -1.56 -4.90
O 1.17 -1.64 -5.75
N 2.22 -0.37 -4.18
C 3.21 -0.23 -3.14
C 3.28 1.25 -2.85
C 1.87 1.77 -3.25
C 0.95 1.69 -2.05
C 0.69 2.90 -1.36
C -0.09 2.85 -0.21
C -0.73 1.67 0.23
N -1.54 1.77 1.38
C -2.27 0.79 1.98
N -2.17 -0.57 1.78
C -3.11 -1.00 2.54
N -3.33 -2.36 2.65
N -3.75 0.05 3.20
C -4.83 -0.15 4.08
C -5.46 0.94 4.68
C -6.55 0.79 5.53
C -7.00 -0.52 5.78
C -6.37 -1.60 5.09
N -5.33 -1.37 4.30
N -3.13 1.20 2.84
C -0.51 0.47 -0.49
C 0.32 0.52 -1.60
C 1.49 0.83 -4.42
H 3.94 -2.58 -4.93
H 2.92 -3.02 -3.53
H 2.56 -3.68 -5.15
H 2.88 -0.74 -2.22
H 4.19 -0.61 -3.47
H 4.07 1.73 -3.47
H 3.55 1.43 -1.79
H 1.91 2.83 -3.59
H 1.16 3.83 -1.64
H -0.17 3.76 0.42
H -1.81 2.71 1.71
H -3.00 -2.87 1.83
H -4.23 -2.62 3.08
H -5.03 1.89 4.47
H -7.02 1.66 5.98
H -7.87 -0.71 6.37
H -6.79 -2.64 5.14
H -1.04 -0.52 -0.33
H 0.44 -0.41 -2.18
H 0.43 0.61 -4.44
H 1.82 1.26 -5.36
*
```

---

ORCA calculation (wB97M-V/def2-TZVPD) on one molecule with the formula C6H12O at a distorted geometry.

Calculated values
SMILES   CC[C@H]1C[C@H]1CO
HOMO energy   -0.368 Eh
Relative energy (zero: lowest compared OMol25 entry of this formula, charge and spin)   2.290 eV
E_LUMO   1.02 eV

The geometry in ORCA input format:
```
! wB97M-V def2-TZVPD RIJCOSX def2/J DEFGRID3
* xyz 0 1
C -2.26 -0.17 1.02
C -1.26 0.89 0.28
C -0.34 0.33 -0.85
C 1.06 0.78 -1.26
C 0.85 -0.55 -0.59
C 1.36 -0.75 0.81
O 2.72 -1.13 0.83
H -2.89 -0.60 0.27
H -2.90 0.29 1.82
H -1.73 -0.98 1.58
H -0.92 0.98 1.28
H -1.78 1.77 -0.16
H -0.93 0.03 -1.72
H 1.32 0.78 -2.33
H 1.53 1.58 -0.69
H 0.93 -1.43 -1.22
H 1.18 0.15 1.41
H 0.82 -1.58 1.30
H 3.21 -0.45 0.34
*
```

---

ORCA calculation (wB97M-V/def2-TZVPD) on C35H33N2O4P2SY as an isolated structure.

Calculated values
HOMO energy   -0.466 Eh
Relative energy (zero: lowest compared OMol25 entry of this formula, charge and spin)   0.158 eV
E_LUMO   -6.95 eV

The geometry in ORCA input format:
```
! wB97M-V def2-TZVPD RIJCOSX def2/J DEFGRID3
* xyz 2 1
Y -1.08 0.08 -1.07
O -0.93 1.82 0.23
C -1.16 1.98 1.46
C -1.69 1.00 2.33
C -1.85 1.36 3.69
C -2.39 0.45 4.55
C -2.80 -0.81 4.13
C -2.65 -1.18 2.81
C -2.09 -0.30 1.89
O -1.94 -0.66 0.63
N -2.54 0.83 5.97
O -2.17 1.93 6.29
O -3.03 -0.01 6.70
H -0.94 2.97 1.87
H -1.56 2.34 4.05
H -3.23 -1.49 4.86
H -2.96 -2.16 2.47
C 7.89 -1.45 -3.48
S 6.27 -0.68 -3.31
C 5.22 -2.11 -3.71
C 3.75 -1.78 -3.49
C 3.45 -1.58 -2.00
N 2.08 -1.10 -1.70
P 0.72 -2.10 -1.61
C 0.61 -3.04 -3.14
C 0.99 -4.38 -3.23
C 0.97 -5.02 -4.46
C 0.58 -4.33 -5.60
C 0.20 -2.99 -5.51
C 0.21 -2.36 -4.28
C 0.95 -3.28 -0.27
C -0.07 -4.22 -0.07
C 0.00 -5.10 1.00
C 1.08 -5.05 1.87
C 2.09 -4.12 1.68
C 2.02 -3.23 0.62
P 1.71 0.56 -1.62
C 2.61 1.23 -0.21
C 2.62 0.50 0.98
C 3.19 1.02 2.13
C 3.74 2.30 2.10
C 3.71 3.05 0.94
C 3.14 2.52 -0.22
C 2.31 1.39 -3.09
C 1.40 1.71 -4.10
C 1.83 2.27 -5.29
C 3.18 2.52 -5.48
C 4.10 2.21 -4.48
C 3.67 1.66 -3.29
H 8.63 -0.68 -3.27
H 8.04 -1.82 -4.49
H 8.02 -2.27 -2.76
H 5.52 -2.96 -3.10
H 5.39 -2.37 -4.76
H 3.15 -2.60 -3.88
H 3.48 -0.88 -4.06
H 4.15 -0.86 -1.57
H 3.61 -2.52 -1.48
H 1.31 -4.92 -2.35
H 1.27 -6.06 -4.53
H 0.56 -4.83 -6.56
H -0.11 -2.46 -6.40
H -0.05 -1.30 -4.23
H -0.91 -4.27 -0.75
H -0.78 -5.84 1.14
H 1.14 -5.75 2.70
H 2.93 -4.08 2.36
H 2.81 -2.51 0.48
H 2.19 -0.50 1.01
H 3.21 0.44 3.04
H 4.19 2.70 3.00
H 4.14 4.04 0.92
H 3.12 3.12 -1.12
H 0.34 1.52 -3.95
H 1.11 2.52 -6.06
H 3.52 2.96 -6.41
H 5.15 2.39 -4.64
H 4.40 1.42 -2.52
*
```

---

ORCA calculation (wB97M-V/def2-TZVPD) on a 6-piece molecular cluster, C18H42N6O6 overall at a distorted geometry.

Calculated values
SMILES   CN(C)C=O.CN(C)C=O.CN(C)C=O.CN(C)C=O.CN(C)C=O.CN(C)C=O
HOMO energy   -0.330 Eh
Relative energy (zero: lowest compared OMol25 entry of this formula, charge and spin)   5.061 eV
E_LUMO   0.31 eV

The geometry in ORCA input format:
```
! wB97M-V def2-TZVPD RIJCOSX def2/J DEFGRID3
* xyz 0 1
C 0.58 -2.25 -5.08
N -0.89 -2.22 -4.75
C -1.69 -3.33 -5.32
C -1.36 -1.10 -4.22
O -2.56 -0.91 -4.12
H 1.15 -1.33 -5.02
H 0.70 -2.56 -6.12
H 1.13 -2.91 -4.41
H -1.40 -4.24 -4.78
H -2.76 -3.12 -5.33
H -1.33 -3.44 -6.34
H -0.60 -0.39 -3.85
C -0.39 -6.68 1.61
N -1.23 -5.56 1.37
C -1.27 -5.08 -0.03
C -2.08 -5.04 2.32
O -2.92 -4.20 2.03
H 0.68 -6.49 1.56
H -0.74 -7.43 0.90
H -0.53 -7.17 2.57
H -1.46 -5.87 -0.76
H -1.99 -4.29 -0.29
H -0.24 -4.74 -0.17
H -1.90 -5.33 3.37
C 6.24 1.62 10.20
N 5.58 1.48 8.88
C 6.31 0.77 7.86
C 4.34 1.99 8.60
O 3.68 2.63 9.38
H 7.15 2.20 10.25
H 6.57 0.68 10.64
H 5.50 1.98 10.92
H 5.57 0.25 7.24
H 6.78 1.49 7.19
H 6.99 0.04 8.30
H 4.01 1.72 7.58
C -0.31 2.73 0.11
N 0.26 1.87 1.17
C 0.03 0.43 1.06
C 0.93 2.40 2.20
O 1.56 1.75 3.01
H -0.05 3.78 0.25
H -1.37 2.50 -0.01
H 0.15 2.58 -0.86
H 0.76 -0.19 1.58
H -0.98 0.16 1.39
H 0.08 0.09 0.03
H 0.98 3.50 2.11
C -7.22 -1.25 -2.24
N -7.30 -0.46 -0.99
C -6.03 -0.10 -0.42
C -8.42 -0.17 -0.33
O -8.46 0.18 0.86
H -8.25 -1.59 -2.36
H -6.57 -2.11 -2.06
H -6.86 -0.70 -3.10
H -5.53 0.60 -1.09
H -5.99 0.40 0.54
H -5.44 -1.02 -0.40
H -9.28 -0.29 -1.02
C 3.96 6.19 -5.78
N 3.25 5.15 -5.07
C 1.84 5.31 -5.01
C 3.86 4.16 -4.48
O 3.33 3.14 -4.02
H 5.03 6.01 -5.63
H 3.65 7.11 -5.28
H 3.58 6.33 -6.79
H 1.54 6.29 -4.65
H 1.44 5.18 -6.01
H 1.25 4.64 -4.38
H 4.96 4.25 -4.53
*
```

---

ORCA calculation (wB97M-V/def2-TZVPD) on C19H23CuN2O5 as an isolated structure at a distorted geometry.

Calculated values
HOMO energy (spin up / spin down)   -0.193 / -0.195 Eh
Relative energy (zero: lowest compared OMol25 entry of this formula, charge and spin)   0.575 eV
E_LUMO (spin up / spin down)   2.77 / 2.75 eV

The geometry in ORCA input format:
```
! wB97M-V def2-TZVPD RIJCOSX def2/J DEFGRID3
* xyz -1 2
Cu -0.81 0.25 1.55
O 2.21 1.30 3.91
C 1.63 0.93 2.89
O 0.46 0.43 2.91
C 2.46 0.91 1.58
C 2.17 -0.33 0.71
C 3.40 -0.64 -0.16
C 3.33 0.52 -1.16
C 2.03 1.21 -0.73
O 1.23 0.13 -0.26
C 2.26 2.04 0.54
C 1.05 3.00 0.79
O 0.45 3.40 -0.21
O 0.82 3.30 1.98
H 3.50 0.90 1.93
H 1.75 -1.18 1.25
H 4.32 -0.67 0.42
H 3.26 -1.61 -0.65
H 4.19 1.19 -1.09
H 3.26 0.16 -2.19
H 1.50 1.77 -1.51
H 3.15 2.67 0.46
N -1.72 0.70 -0.22
C -2.24 2.02 -0.55
C -3.19 2.51 0.54
C -2.38 3.11 1.70
N -1.52 2.12 2.35
H -0.91 0.47 -0.79
H -2.41 -0.03 -0.33
H -2.75 2.00 -1.52
H -1.38 2.70 -0.61
H -3.80 1.67 0.90
H -3.85 3.27 0.14
H -3.07 3.57 2.42
H -1.74 3.89 1.28
H -1.84 1.89 3.29
H -0.57 2.56 2.43
C -0.81 -1.62 0.95
C -0.89 -2.46 0.08
C -1.00 -3.39 -0.99
C -2.17 -4.13 -1.20
C -2.28 -4.97 -2.29
C -1.24 -5.08 -3.20
C -0.08 -4.34 -2.99
C 0.04 -3.51 -1.90
H -2.99 -4.04 -0.49
H -3.19 -5.54 -2.44
H -1.33 -5.72 -4.06
H 0.74 -4.42 -3.70
H 0.94 -2.92 -1.75
*
```